[1]
9 unconnected molecules or ions with the total composition C30H84N6O12 at a distorted geometry. Source: the Open Molecules 2025 dataset; level of theory: wB97M-V/def2-TZVPD.

Each line ends with the Löwdin charge.
Cartesian coordinates (Å):
C1 -2.528 -4.922 -5.394  -0.063
O1 -1.791 -4.193 -4.385  -0.206
C2 -0.800 -4.984 -3.768  -0.215
C3 -0.312 -4.395 -2.429  -0.437
C4 -0.171 -2.809 -2.615  -0.033
N1 0.836 -5.124 -2.016  0.042
H1 -2.870 -5.887 -5.078  0.083
H2 -1.982 -4.908 -6.298  0.074
H3 -3.427 -4.310 -5.503  0.085
H4 -1.112 -6.019 -3.730  0.122
H5 0.116 -4.837 -4.315  0.112
H6 -1.167 -4.480 -1.741  0.131
H7 -1.203 -2.446 -2.775  0.062
H8 0.559 -2.495 -3.417  0.066
H9 0.290 -2.399 -1.706  0.051
H10 1.602 -4.799 -2.590  0.066
H11 1.231 -4.855 -1.089  0.085
C5 -0.454 -2.697 1.335  -0.083
O2 0.932 -2.970 1.264  -0.188
C6 1.666 -2.379 2.276  -0.218
C7 3.136 -2.462 1.830  -0.444
C8 3.669 -3.865 1.734  -0.041
N2 3.995 -1.721 2.748  0.049
H12 -0.965 -3.254 0.533  0.093
H13 -0.717 -1.665 1.265  0.071
H14 -0.864 -2.996 2.302  0.078
H15 1.443 -1.303 2.408  0.131
H16 1.473 -2.928 3.159  0.117
H17 3.122 -1.899 0.912  0.089
H18 3.226 -4.390 2.574  0.084
H19 4.743 -3.917 1.688  0.078
H20 3.212 -4.309 0.837  0.076
H21 4.046 -2.244 3.592  0.060
H22 3.552 -0.842 2.974  0.054
C9 3.868 -1.091 -1.427  -0.154
O3 3.745 -0.327 -2.540  -0.181
C10 3.637 -1.065 -3.732  -0.227
C11 3.299 -0.365 -4.972  -0.482
C12 1.909 0.149 -4.991  -0.077
N3 3.458 -1.149 -6.219  0.064
H23 2.894 -1.525 -1.118  0.083
H24 4.218 -0.543 -0.511  0.081
H25 4.619 -1.891 -1.616  0.106
H26 4.637 -1.619 -3.820  0.151
H27 2.880 -1.831 -3.567  0.113
H28 3.895 0.543 -5.022  0.144
H29 1.587 0.699 -5.912  0.099
H30 1.746 0.732 -4.086  0.077
H31 1.186 -0.722 -5.040  0.087
H32 2.779 -1.904 -6.117  0.073
H33 4.311 -1.640 -6.091  0.049
C13 6.317 5.245 -0.965  -0.082
O4 5.032 4.765 -0.486  -0.191
C14 5.237 3.620 0.348  -0.222
C15 3.927 2.982 0.579  -0.415
C16 3.988 1.788 1.525  -0.036
N4 3.291 2.669 -0.702  0.078
H34 6.132 6.139 -1.533  0.081
H35 6.755 4.544 -1.659  0.080
H36 7.061 5.450 -0.204  0.085
H37 5.925 2.984 -0.216  0.130
H38 5.740 3.923 1.295  0.143
H39 3.284 3.703 1.104  0.148
H40 4.317 0.926 1.020  0.030
H41 2.972 1.554 1.869  0.078
H42 4.725 1.919 2.334  0.100
H43 3.705 1.782 -1.006  0.090
H44 3.489 3.425 -1.336  0.097
C17 -3.175 3.651 2.785  -0.099
O5 -2.772 3.504 4.113  -0.174
C18 -1.391 3.544 4.341  -0.200
C19 -0.770 2.141 4.096  -0.403
C20 -1.392 1.161 5.097  -0.057
N5 0.716 2.159 4.199  0.047
H45 -2.926 4.592 2.385  0.068
H46 -4.236 3.495 2.807  0.087
H47 -2.694 2.982 2.103  0.064
H48 -0.823 4.265 3.778  0.114
H49 -1.338 3.735 5.408  0.121
H50 -1.043 1.852 3.103  0.103
H51 -1.055 0.138 5.265  0.075
H52 -2.453 1.084 4.973  0.048
H53 -1.292 1.665 6.091  0.088
H54 1.132 2.769 3.527  0.045
H55 1.040 2.353 5.132  0.064
C21 -3.664 -3.397 2.588  -0.110
O6 -3.259 -2.158 3.110  -0.205
C22 -4.027 -1.025 2.734  -0.171
C23 -5.304 -0.904 3.662  -0.443
C24 -6.038 0.415 3.332  -0.048
N6 -5.070 -1.071 5.042  0.047
H56 -4.033 -3.302 1.548  0.101
H57 -4.472 -3.845 3.193  0.096
H58 -2.887 -4.062 2.587  0.041
H59 -3.359 -0.142 2.798  0.126
H60 -4.365 -1.106 1.722  0.090
H61 -5.934 -1.726 3.319  0.124
H62 -7.018 0.552 3.759  0.068
H63 -6.125 0.670 2.283  0.071
H64 -5.345 1.218 3.694  0.077
H65 -4.367 -1.714 5.352  0.069
H66 -4.939 -0.228 5.581  0.070
O7 -3.969 -0.350 -0.764  -0.090
C25 -4.043 -0.628 -2.163  -0.247
C26 -4.902 -1.862 -2.329  -0.267
O8 -4.753 -2.405 -3.609  -0.074
H67 -3.557 0.518 -0.582  0.051
H68 -4.535 0.223 -2.730  0.139
H69 -3.099 -0.827 -2.771  0.119
H70 -6.034 -1.794 -2.185  0.147
H71 -4.619 -2.680 -1.654  0.111
H72 -3.888 -2.451 -3.955  0.036
O9 -1.385 4.077 -1.785  -0.110
C27 -1.415 5.284 -1.048  -0.205
C28 -0.076 5.706 -0.290  -0.193
O10 0.134 4.918 0.884  -0.089
H73 -0.511 3.658 -1.565  0.072
H74 -1.723 6.076 -1.731  0.108
H75 -2.273 5.085 -0.349  0.125
H76 -0.217 6.689 0.052  0.095
H77 0.772 5.682 -0.955  0.111
H78 0.119 3.987 0.624  0.044
O11 -2.170 1.717 -0.390  -0.051
C29 -1.113 0.975 -0.943  -0.248
C30 0.177 1.113 -0.200  -0.224
O12 0.699 2.378 -0.535  -0.132
H79 -2.139 2.473 -0.934  0.034
H80 -1.407 -0.065 -0.979  0.099
H81 -0.981 1.320 -2.010  0.151
H82 0.945 0.366 -0.464  0.123
H83 -0.088 0.927 0.841  0.111
H84 1.674 2.461 -0.758  0.037

As for the molar mass: 721.03 g/mol. Its spin multiplicity is 1. Its electronic energy is -65976.531 eV. As for the HOMO-LUMO gap: 0.327 Eh.

=====

[2]
9 unconnected molecules or ions with the total composition C30H84N6O12 at a distorted geometry. Source: the Open Molecules 2025 dataset; level of theory: wB97M-V/def2-TZVPD.

Each line ends with the Löwdin charge.
Cartesian coordinates (Å):
C1 -26.860 -10.573 -6.937  -0.102
O1 -27.948 -10.242 -7.761  -0.184
C2 -27.666 -9.022 -8.411  -0.216
C3 -28.718 -8.743 -9.443  -0.402
C4 -30.106 -8.477 -8.848  -0.055
N1 -28.784 -9.905 -10.373  0.044
H1 -27.077 -11.445 -6.322  0.092
H2 -26.562 -9.735 -6.301  0.074
H3 -25.987 -10.852 -7.550  0.080
H4 -27.584 -8.217 -7.668  0.137
H5 -26.683 -9.103 -8.906  0.118
H6 -28.464 -7.874 -10.057  0.115
H7 -30.472 -9.392 -8.379  0.080
H8 -30.773 -8.187 -9.661  0.073
H9 -30.099 -7.696 -8.087  0.079
H10 -29.747 -10.231 -10.472  0.078
H11 -28.443 -10.714 -9.851  0.043
C5 -24.759 -6.167 -12.749  -0.090
O2 -26.035 -6.057 -12.145  -0.214
C6 -26.625 -4.796 -12.357  -0.227
C7 -27.916 -4.730 -11.588  -0.431
C8 -28.939 -5.737 -12.142  -0.059
N2 -28.396 -3.338 -11.617  0.030
H12 -24.001 -5.770 -12.068  0.099
H13 -24.707 -5.588 -13.680  0.093
H14 -24.554 -7.199 -13.015  0.060
H15 -25.915 -4.015 -12.052  0.131
H16 -26.827 -4.610 -13.427  0.134
H17 -27.780 -4.966 -10.528  0.139
H18 -29.284 -5.403 -13.126  0.080
H19 -29.800 -5.836 -11.481  0.071
H20 -28.482 -6.723 -12.262  0.051
H21 -28.555 -3.048 -12.577  0.069
H22 -29.277 -3.234 -11.130  0.068
C9 -20.393 -14.732 -10.673  -0.106
O3 -19.240 -15.314 -10.137  -0.174
C10 -19.579 -16.116 -9.035  -0.227
C11 -18.313 -16.764 -8.481  -0.408
C12 -18.627 -17.862 -7.503  -0.056
N3 -17.572 -15.672 -7.792  0.032
H23 -20.990 -14.266 -9.891  0.057
H24 -21.020 -15.474 -11.185  0.098
H25 -20.083 -14.000 -11.416  0.097
H26 -19.981 -15.496 -8.217  0.108
H27 -20.365 -16.839 -9.293  0.135
H28 -17.745 -17.062 -9.373  0.143
H29 -17.714 -18.327 -7.135  0.079
H30 -19.235 -18.635 -7.977  0.083
H31 -19.245 -17.460 -6.698  0.089
H32 -17.164 -15.025 -8.466  0.094
H33 -16.722 -16.031 -7.356  0.093
C13 -28.147 -13.349 -10.679  -0.093
O4 -27.503 -14.496 -10.154  -0.192
C14 -27.082 -14.340 -8.830  -0.234
C15 -26.303 -15.554 -8.402  -0.436
C16 -25.271 -16.029 -9.403  -0.058
N4 -27.179 -16.704 -8.062  0.027
H34 -28.865 -12.927 -9.963  0.083
H35 -28.576 -13.672 -11.621  0.092
H36 -27.400 -12.554 -10.836  0.077
H37 -26.484 -13.422 -8.709  0.122
H38 -27.963 -14.270 -8.174  0.126
H39 -25.818 -15.319 -7.447  0.137
H40 -24.835 -16.956 -9.046  0.075
H41 -24.561 -15.249 -9.653  0.072
H42 -25.810 -16.240 -10.334  0.078
H43 -27.867 -16.823 -8.808  0.072
H44 -27.775 -16.444 -7.277  0.064
C17 -21.610 -8.738 -13.814  -0.111
O5 -22.070 -7.699 -14.637  -0.194
C18 -21.947 -7.987 -16.021  -0.218
C19 -20.533 -7.960 -16.563  -0.459
C20 -19.832 -6.648 -16.190  -0.055
N5 -20.478 -8.181 -18.011  0.032
H45 -20.598 -9.087 -14.038  0.087
H46 -22.304 -9.586 -13.811  0.072
H47 -21.586 -8.321 -12.805  0.093
H48 -22.462 -8.938 -16.248  0.126
H49 -22.555 -7.235 -16.541  0.130
H50 -19.917 -8.740 -16.103  0.127
H51 -18.923 -6.552 -16.788  0.077
H52 -19.494 -6.681 -15.155  0.074
H53 -20.469 -5.784 -16.381  0.081
H54 -21.054 -8.988 -18.252  0.070
H55 -20.987 -7.420 -18.468  0.074
C21 -25.342 -12.069 -15.343  -0.116
O6 -25.223 -10.674 -15.423  -0.183
C22 -25.172 -10.046 -14.150  -0.209
C23 -26.520 -9.909 -13.489  -0.400
C24 -27.522 -9.126 -14.314  -0.047
N6 -26.263 -9.253 -12.174  0.060
H56 -24.573 -12.510 -14.693  0.091
H57 -25.205 -12.488 -16.339  0.088
H58 -26.330 -12.385 -14.985  0.085
H59 -24.515 -10.636 -13.495  0.113
H60 -24.696 -9.074 -14.298  0.116
H61 -26.952 -10.890 -13.269  0.131
H62 -27.139 -8.112 -14.494  0.084
H63 -28.497 -9.015 -13.832  0.075
H64 -27.736 -9.577 -15.287  0.080
H65 -27.086 -9.415 -11.571  0.049
H66 -26.437 -8.247 -12.296  0.055
O7 -24.143 -9.168 -10.349  -0.110
C25 -23.194 -10.196 -10.494  -0.282
C26 -23.665 -11.547 -10.017  -0.238
O8 -22.655 -12.506 -10.297  -0.077
H67 -24.819 -9.266 -11.069  0.026
H68 -22.857 -10.237 -11.539  0.098
H69 -22.300 -9.897 -9.931  0.108
H70 -24.548 -11.815 -10.608  0.115
H71 -23.916 -11.478 -8.956  0.105
H72 -22.215 -12.707 -9.459  0.033
O9 -21.986 -8.952 -6.092  -0.067
C27 -23.028 -8.954 -7.072  -0.237
C28 -24.098 -7.960 -6.697  -0.244
O10 -24.783 -8.299 -5.502  -0.071
H73 -21.256 -8.413 -6.405  0.086
H74 -22.672 -8.696 -8.072  0.109
H75 -23.450 -9.961 -7.088  0.114
H76 -24.835 -7.931 -7.506  0.108
H77 -23.663 -6.954 -6.628  0.122
H78 -24.136 -8.612 -4.859  0.086
O11 -21.618 -13.131 -7.544  -0.087
C29 -20.650 -12.350 -6.820  -0.217
C30 -19.278 -12.925 -6.926  -0.270
O12 -19.197 -14.074 -6.109  -0.100
H79 -21.528 -14.021 -7.178  0.086
H80 -20.694 -11.336 -7.218  0.113
H81 -20.966 -12.274 -5.775  0.126
H82 -18.486 -12.221 -6.641  0.120
H83 -19.067 -13.192 -7.975  0.116
H84 -18.593 -14.741 -6.509  0.036

As for the molar mass: 721.03 g/mol. Its spin multiplicity is 1. Its electronic energy is -65979.366 eV. As for the HOMO-LUMO gap: 0.365 Eh.